Here is C27H38MnN7O2SSb as an isolated structure in a non-equilibrium geometry from OMol25. Energies are from the ωB97M-V functional and the def2-TZVPD basis.

Summary:
Spin multiplicity: 2
Kohn-Sham gap (spin up / spin down) in Eh: 0.2487 / 0.2572
Charge: +2
⟨S²⟩: 1.067

Geometry as XYZ:
```
77
Properties=species:S:1:pos:R:3:lowdin_spin:R:1
Mn -0.55248 0.82048 0.73431 0.987
C 2.45450 1.70237 1.95139 0.000
C 1.84051 0.58522 2.74407 0.000
C 2.62874 -0.15209 3.61656 -0.001
C 2.04914 -1.12565 4.40869 0.002
C 0.67535 -1.29697 4.34585 0.000
C -0.05853 -0.54086 3.44767 0.003
N 0.51245 0.36160 2.63281 -0.002
Sb -2.21759 -0.80957 3.57277 0.001
C -2.46012 -1.60758 1.56246 0.002
C -3.19652 -2.77245 1.43383 0.000
C -3.51756 -3.22107 0.16125 0.001
C -3.10842 -2.47593 -0.92671 -0.001
C -2.35988 -1.32280 -0.72730 0.000
C -1.92733 -0.49352 -1.89887 0.002
N -2.03069 -0.90870 0.50655 0.000
C -2.83056 1.17172 2.88718 0.000
C -3.73373 1.85813 3.68313 0.000
C -4.35283 2.99009 3.16830 0.000
C -4.08953 3.36142 1.86280 -0.001
C -3.16636 2.63490 1.11876 -0.001
C -2.89860 2.96359 -0.32066 0.000
N -2.52340 1.58248 1.64960 -0.009
H 3.51751 1.52898 1.79667 0.000
H 1.96305 1.81784 0.98967 0.000
H 2.34550 2.63366 2.51157 0.000
H 3.69047 0.04387 3.67311 0.000
H 2.65369 -1.73203 5.07026 0.000
H 0.17870 -2.00760 4.99334 0.000
H -3.51718 -3.31301 2.31423 0.000
H -4.09333 -4.12734 0.02454 0.000
H -3.35743 -2.78048 -1.93447 0.000
H -1.61128 -1.12273 -2.72946 0.000
H -2.76014 0.12447 -2.24179 0.000
H -1.09268 0.15247 -1.62700 0.001
H -3.95416 1.50377 4.68122 0.000
H -5.05110 3.55419 3.77281 0.000
H -4.60037 4.20240 1.41358 0.000
H -3.76980 2.69670 -0.92157 0.000
H -2.70783 4.02566 -0.46681 0.000
H -2.04180 2.39520 -0.68103 0.000
C -0.06527 -5.76712 -1.08641 0.000
N 0.51165 -4.76545 -1.95829 0.000
C 0.88253 -4.96810 -3.27955 0.000
C 1.34523 -3.79977 -3.75643 0.000
N 1.25055 -2.88877 -2.71694 0.000
C 0.74508 -3.47863 -1.60395 0.001
S 0.49265 -2.75490 -0.10823 0.004
H 0.47548 -6.70542 -1.19004 0.000
H -1.11450 -5.93423 -1.33174 0.000
H 0.01041 -5.41167 -0.06250 0.000
H 0.79592 -5.92853 -3.75605 0.000
H 1.73581 -3.54521 -4.72501 0.000
H 1.51535 -1.92135 -2.74497 0.000
O -0.26983 3.20461 1.13520 0.002
H -0.53118 3.48583 2.02115 0.000
H 0.41825 3.81501 0.84663 0.000
C 4.07582 0.79631 -2.45040 0.000
N 3.02100 0.70730 -1.44993 0.002
C 3.32126 -0.19525 -0.34092 0.000
C 1.85507 1.38684 -1.48580 0.001
O 0.85346 0.97031 -0.83181 0.002
N 1.74491 2.49353 -2.26390 0.000
C 0.42524 3.02903 -2.58294 0.000
C 2.80818 3.46629 -2.50326 0.000
H 4.46713 -0.20710 -2.61997 0.000
H 4.90905 1.41757 -2.11518 0.000
H 3.68670 1.16787 -3.39458 0.000
H 3.64180 -1.16667 -0.71717 0.000
H 2.44389 -0.35189 0.27081 0.000
H 4.13531 0.21665 0.26214 0.000
H -0.35117 2.41073 -2.15322 0.000
H 0.29533 3.06625 -3.66540 0.000
H 0.32548 4.04622 -2.19628 0.000
H 3.79236 3.07223 -2.29262 0.000
H 2.65120 4.34021 -1.86472 0.000
H 2.77146 3.79646 -3.54105 0.000
```